*a*
ORCA calculation (the ωB97M-V functional and the def2-TZVPD basis) on 2 unconnected molecules or ions with the total composition C2H9OS.

Its HOMO energy (alpha / beta) is -3.590 / -10.018 eV. The calculation puts the gap between HOMO and LUMO (alpha / beta) at 4.21 / 10.47 eV.

The geometry in ORCA input format:
```
! wB97M-V def2-TZVPD RIJCOSX def2/J DEFGRID3
* xyz 0 2
O -0.103 2.837 0.393
H -0.507 3.495 0.975
H -0.083 3.412 -0.497
H -0.948 0.303 -0.748
C 0.930 -0.070 1.055
S -0.476 -0.767 0.001
C 0.076 -1.829 -1.351
H 1.304 -0.862 1.748
H 0.606 0.858 1.666
H 1.682 0.346 0.332
H 1.013 -2.314 -1.057
H -0.678 -2.706 -1.367
H 0.025 -1.563 -2.438
*
```

***

*b*
ORCA calculation (the ωB97M-V functional and the def2-TZVPD basis) on 2 unconnected molecules or ions with the total composition C2H9OS.

Its HOMO energy (alpha / beta) is -5.930 / -8.404 eV. The calculation puts the gap between HOMO and LUMO (alpha / beta) at 6.59 / 8.90 eV.

The geometry in ORCA input format:
```
! wB97M-V def2-TZVPD RIJCOSX def2/J DEFGRID3
* xyz 0 2
O 1.281 -0.898 2.400
H 0.842 -1.463 3.044
H 2.060 -0.530 2.834
H 0.975 0.254 0.799
C -1.997 0.876 -0.598
S -0.176 0.285 -0.006
C 0.868 -0.266 -1.418
H -2.237 0.650 -1.642
H -2.067 1.930 -0.368
H -2.663 0.217 -0.055
H 1.239 0.607 -1.953
H 1.663 -0.831 -0.958
H 0.211 -0.831 -2.078
*
```

***

Energies relative to the most stable structure, in kcal/mol: *a* 24.4; *b* 0.0.

***

*a*
ORCA calculation (the ωB97M-V functional and the def2-TZVPD basis) on 2 unconnected molecules or ions with the total composition C5H10O4.

Its HOMO energy is -9.636 eV. The calculation puts the gap between HOMO and LUMO at 9.76 eV.

The geometry in ORCA input format:
```
! wB97M-V def2-TZVPD RIJCOSX def2/J DEFGRID3
* xyz 0 1
C -0.107 -0.676 -1.754
C 0.845 -1.844 -1.712
O -1.316 -0.876 -1.320
O 0.693 0.413 -0.634
H -1.178 -1.031 0.215
H 0.750 1.271 -1.075
H -0.024 -0.065 -2.666
H 0.857 -2.271 -0.709
H 0.491 -2.604 -2.413
H 1.856 -1.541 -1.982
C -0.726 0.703 0.822
C -0.037 1.583 1.774
C 0.599 1.115 2.841
O -1.608 1.295 0.032
O -0.875 -0.558 1.121
H -1.843 0.612 -0.671
H -0.136 2.640 1.568
H 0.662 0.052 3.030
H 1.097 1.781 3.533
*
```

***

*b*
ORCA calculation (the ωB97M-V functional and the def2-TZVPD basis) on 2 unconnected molecules or ions with the total composition C5H10O4.

Its HOMO energy is -8.710 eV. The calculation puts the gap between HOMO and LUMO at 9.29 eV.

The geometry in ORCA input format:
```
! wB97M-V def2-TZVPD RIJCOSX def2/J DEFGRID3
* xyz 0 1
C -1.082 -0.586 -2.028
C 0.007 -0.773 -1.020
O 1.023 -1.396 -1.178
C -0.783 -0.960 0.642
O -1.962 -0.232 0.837
H -0.863 0.289 -2.645
H -2.072 -0.458 -1.594
H -1.109 -1.467 -2.672
H -1.079 -1.980 0.387
H -0.188 -1.119 1.547
H -1.708 0.591 1.304
C 1.937 0.616 1.338
C 0.625 1.092 0.799
O -0.245 1.712 1.385
O 0.740 1.291 -0.655
H 2.643 1.449 1.342
H 2.344 -0.188 0.725
H 1.783 0.247 2.353
H -0.014 1.872 -0.869
*
```

***

Energies relative to the most stable structure, in kcal/mol: *a* 0.0; *b* 1.2.

***

*a*
ORCA calculation (the ωB97M-V functional and the def2-TZVPD basis) on a single C2H4FNO2 molecule.

Its HOMO energy is -10.031 eV. The calculation puts the gap between HOMO and LUMO at 10.75 eV.

The geometry in ORCA input format:
```
! wB97M-V def2-TZVPD RIJCOSX def2/J DEFGRID3
* xyz 0 1
C -0.335 0.045 0.863
C -0.181 0.767 -0.427
O -0.188 1.938 -0.624
N 0.192 -0.141 -1.606
O -0.232 0.328 -2.804
F -0.359 -1.457 -1.433
H -0.156 -1.023 0.779
H -1.352 0.215 1.220
H 0.351 0.485 1.588
H 0.424 0.054 -3.469
*
```

***

*b*
ORCA calculation (the ωB97M-V functional and the def2-TZVPD basis) on a single C2H4FNO2 molecule.

Its HOMO energy is -10.435 eV. The calculation puts the gap between HOMO and LUMO at 11.21 eV.

The geometry in ORCA input format:
```
! wB97M-V def2-TZVPD RIJCOSX def2/J DEFGRID3
* xyz 0 1
N -0.837 -0.487 0.205
C -0.569 0.856 -0.336
O -1.278 1.752 -0.620
C 1.018 0.809 -0.322
O 1.461 0.652 0.913
F 1.415 -0.377 -1.005
H -0.322 -1.133 -0.301
H -1.811 -0.843 0.129
H 1.537 1.635 -0.820
H 0.874 -0.074 1.231
*
```

***

Energies relative to the most stable structure, in kcal/mol: *a* 70.3; *b* 0.0.

***

*a*
ORCA calculation (the ωB97M-V functional and the def2-TZVPD basis) on a single C4H4ClNO molecule.

Its HOMO energy is -8.221 eV. The calculation puts the gap between HOMO and LUMO at 8.58 eV.

The geometry in ORCA input format:
```
! wB97M-V def2-TZVPD RIJCOSX def2/J DEFGRID3
* xyz 0 1
Cl -0.260 -1.090 2.879
C -0.177 -0.493 1.306
C -0.311 0.812 1.075
O -0.016 1.317 -0.122
C 0.185 0.482 -1.284
C 0.357 -1.012 -0.861
N 0.107 -1.421 0.319
H -0.498 1.481 1.940
H 1.090 1.043 -1.692
H -0.747 0.490 -1.826
H 0.269 -1.609 -1.734
*
```

***

*b*
ORCA calculation (the ωB97M-V functional and the def2-TZVPD basis) on a single C4H4ClNO molecule.

Its HOMO energy (alpha / beta) is -7.280 / -7.279 eV. The calculation puts the gap between HOMO and LUMO (alpha / beta) at 6.26 / 6.26 eV.

The geometry in ORCA input format:
```
! wB97M-V def2-TZVPD RIJCOSX def2/J DEFGRID3
* xyz 0 1
C 1.012 -0.184 0.888
C 1.112 0.451 -1.264
C -0.549 -0.194 0.827
C -1.093 -0.114 -0.500
N 1.709 0.122 -0.191
O 1.091 0.902 -2.310
Cl -1.835 -1.460 -1.210
H 1.660 -0.400 1.708
H -0.914 -0.752 1.731
H -0.643 0.893 1.173
H -1.550 0.736 -0.851
*
```

***

Energies relative to the most stable structure, in kcal/mol: *a* 0.0; *b* 33.4.

***

*a*
ORCA calculation (the ωB97M-V functional and the def2-TZVPD basis) on 2 unconnected molecules or ions with the total composition C7H10S.

Its HOMO energy is -8.505 eV. The calculation puts the gap between HOMO and LUMO at 9.41 eV.

The geometry in ORCA input format:
```
! wB97M-V def2-TZVPD RIJCOSX def2/J DEFGRID3
* xyz 0 1
C 0.505 -2.652 -0.298
C 1.212 -1.384 -0.163
C 2.386 -1.242 0.682
C 2.881 -0.029 0.789
S 1.957 1.088 -0.230
C 0.951 -0.159 -0.745
H -0.021 -2.600 -1.170
H -0.263 -2.876 0.541
H 1.362 -3.408 -0.146
H 2.711 -2.056 1.304
H 3.817 0.349 1.123
H 0.078 0.089 -1.295
C -1.704 2.689 -0.799
C -0.959 2.550 0.326
H -1.495 3.432 -1.636
H -2.704 2.246 -0.900
H -1.146 1.710 1.085
H -0.050 3.110 0.346
*
```

***

*b*
ORCA calculation (the ωB97M-V functional and the def2-TZVPD basis) on a single C7H10S molecule.

Its HOMO energy (alpha / beta) is -8.117 / -6.596 eV. The calculation puts the gap between HOMO and LUMO (alpha / beta) at 8.71 / 5.92 eV.

The geometry in ORCA input format:
```
! wB97M-V def2-TZVPD RIJCOSX def2/J DEFGRID3
* xyz 0 1
C -1.545 0.610 0.751
C 1.265 -0.367 0.255
C -2.461 -0.826 -1.143
C -1.519 -0.282 -0.360
C -0.639 1.396 1.133
C 0.240 2.150 0.111
C 2.138 -1.534 0.136
S 1.493 1.064 -0.617
H -2.189 -1.590 -1.775
H -3.526 -0.556 -1.166
H -0.518 -0.642 -0.548
H -0.380 1.620 2.140
H 0.457 -0.697 1.018
H -0.546 2.253 -0.754
H 0.549 3.076 0.440
H 2.171 -2.096 -0.873
H 1.817 -2.240 0.885
H 3.193 -1.338 0.366
*
```

***

*c*
ORCA calculation (the ωB97M-V functional and the def2-TZVPD basis) on a single C7H10S molecule.

Its HOMO energy is -8.356 eV. The calculation puts the gap between HOMO and LUMO at 7.75 eV.

The geometry in ORCA input format:
```
! wB97M-V def2-TZVPD RIJCOSX def2/J DEFGRID3
* xyz 0 1
C -2.250 0.179 0.885
C -1.786 -0.933 -0.121
C -0.612 -1.310 -0.541
C 0.620 -0.563 -0.384
C 1.767 -1.312 -0.071
S 3.223 -0.747 0.466
C 0.593 0.716 -0.557
C 1.655 1.750 -0.189
H -2.891 0.948 0.360
H -2.876 -0.178 1.697
H -1.300 0.597 1.329
H -2.662 -1.605 -0.179
H -0.556 -2.288 -1.062
H 1.689 -2.470 -0.138
H -0.319 1.036 -0.930
H 1.278 2.787 -0.520
H 2.513 1.572 -0.946
H 1.912 1.821 0.903
*
```

***

Energies relative to the most stable structure, in kcal/mol: *a* 0.0; *b* 103.3; *c* 15.2.

***

*a*
ORCA calculation (the ωB97M-V functional and the def2-TZVPD basis) on 3 unconnected molecules or ions with the total composition C3H10NO2.

Its HOMO energy is -14.614 eV. The calculation puts the gap between HOMO and LUMO at 9.31 eV.

The geometry in ORCA input format:
```
! wB97M-V def2-TZVPD RIJCOSX def2/J DEFGRID3
* xyz 1 1
C -0.165 -0.909 -1.496
C -1.330 -1.208 -0.942
C -0.165 1.507 -1.060
N 0.433 0.408 -1.302
H 0.411 -1.491 -2.194
H -1.793 -0.826 -0.039
H -1.783 -2.158 -1.196
H 0.243 2.485 -1.270
H -1.089 1.372 -0.500
H 1.337 0.513 -1.759
H -0.501 -1.209 3.128
H -1.918 -1.519 3.522
O -1.305 -1.611 2.780
H 2.649 0.809 0.624
H 2.629 2.137 1.257
O 2.347 1.699 0.449
*
```

***

*b*
ORCA calculation (the ωB97M-V functional and the def2-TZVPD basis) on 2 unconnected molecules or ions with the total composition C3H10NO2.

Its HOMO energy is -14.691 eV. The calculation puts the gap between HOMO and LUMO at 11.18 eV.

The geometry in ORCA input format:
```
! wB97M-V def2-TZVPD RIJCOSX def2/J DEFGRID3
* xyz 1 1
O 1.320 1.265 0.876
C 0.621 0.491 1.440
C -0.347 -0.423 0.546
C -0.474 -1.841 1.039
N 0.244 -0.271 -0.828
H 0.445 0.274 2.487
H -1.328 0.048 0.524
H 0.326 -2.539 0.766
H -0.590 -1.764 2.121
H -1.313 -2.330 0.551
H 1.242 -0.459 -0.690
H -0.136 -0.817 -1.584
H 0.302 0.742 -1.128
H 0.030 3.149 -1.607
H -0.300 2.253 -2.712
O -0.043 2.223 -1.802
*
```

***

Energies relative to the most stable structure, in kcal/mol: *a* 36.6; *b* 0.0.